Record 1
Computed, not measured: 11 unconnected molecules or ions with the total composition C51H125N7O11 at a distorted geometry, with wB97M-V/def2-TZVPD.

XYZ file:
```
194
C51H125N7O11 | the Open Molecules 2025 dataset | wB97M-V/def2-TZVPD
C 0.89 -0.28 -21.18
C 1.19 0.89 -20.23
C 2.40 0.66 -19.34
C 1.46 2.14 -21.07
C 0.22 2.75 -21.68
C -0.76 3.04 -20.57
C -1.18 1.86 -19.69
C -1.74 2.39 -18.39
C -2.22 1.06 -20.47
N 0.02 1.08 -19.37
O -0.29 -0.12 -18.68
H 0.79 -1.21 -20.62
H -0.07 -0.14 -21.67
H 1.70 -0.50 -21.89
H 3.34 0.78 -19.89
H 2.35 1.34 -18.49
H 2.50 -0.36 -18.97
H 2.05 2.91 -20.57
H 2.18 1.85 -21.84
H 0.49 3.71 -22.14
H -0.17 2.15 -22.51
H -1.68 3.50 -20.95
H -0.29 3.76 -19.89
H -0.95 2.53 -17.64
H -2.47 1.73 -17.91
H -2.19 3.39 -18.47
H -3.11 1.71 -20.51
H -2.57 0.18 -19.94
H -2.04 0.81 -21.52
H -0.25 0.10 -17.75
C -6.20 13.55 -19.00
C -5.39 14.21 -17.88
C -5.66 15.70 -17.68
C -5.82 13.50 -16.57
C -4.80 13.60 -15.44
C -3.42 13.20 -15.91
C -2.94 13.98 -17.13
C -2.38 15.37 -16.76
C -1.79 13.17 -17.76
N -3.98 13.97 -18.15
O -3.57 14.53 -19.40
H -7.23 13.32 -18.72
H -6.35 14.23 -19.85
H -5.71 12.64 -19.32
H -6.71 15.94 -17.47
H -5.09 16.05 -16.82
H -5.31 16.31 -18.52
H -6.68 14.06 -16.19
H -6.18 12.49 -16.73
H -4.83 14.60 -15.02
H -5.08 12.87 -14.68
H -3.40 12.17 -16.28
H -2.69 13.20 -15.10
H -3.04 15.88 -16.07
H -2.16 16.01 -17.62
H -1.41 15.18 -16.30
H -1.06 12.88 -17.00
H -1.36 13.71 -18.60
H -2.23 12.27 -18.21
H -3.61 13.78 -20.00
C -4.77 5.15 -16.62
C -5.40 6.50 -17.00
C -6.68 6.71 -16.22
C -4.43 7.62 -16.56
C -3.26 7.92 -17.49
C -3.61 7.87 -18.98
C -4.55 6.75 -19.41
C -5.09 7.10 -20.79
C -3.75 5.42 -19.59
N -5.61 6.67 -18.42
O -6.72 5.91 -18.87
H -5.47 4.39 -17.01
H -3.82 4.87 -17.07
H -4.68 5.12 -15.53
H -7.43 5.92 -16.36
H -6.50 6.89 -15.16
H -7.19 7.62 -16.56
H -5.04 8.52 -16.47
H -4.02 7.41 -15.56
H -2.81 8.89 -17.31
H -2.51 7.13 -17.33
H -2.63 7.69 -19.45
H -3.96 8.84 -19.33
H -5.84 6.37 -21.09
H -4.36 7.19 -21.59
H -5.60 8.07 -20.78
H -4.38 4.56 -19.36
H -2.85 5.44 -18.97
H -3.49 5.33 -20.64
H -7.27 6.59 -19.28
C -7.87 3.84 -21.50
O -9.03 3.04 -21.49
C -10.02 3.58 -22.36
C -11.25 2.70 -22.21
C -10.86 1.27 -22.59
N -12.40 3.07 -23.06
H -8.17 4.86 -21.21
H -7.32 3.90 -22.44
H -7.18 3.43 -20.77
H -10.24 4.59 -21.98
H -9.59 3.68 -23.36
H -11.56 2.67 -21.16
H -11.72 0.62 -22.41
H -10.05 0.87 -21.99
H -10.58 1.16 -23.64
H -12.88 3.82 -22.55
H -12.02 3.63 -23.84
C -2.46 8.17 -12.72
O -1.09 8.18 -12.44
C -0.36 8.51 -13.60
C 1.11 8.62 -13.21
C 2.06 8.97 -14.33
N 1.48 7.31 -12.65
H -2.88 9.14 -13.02
H -2.98 7.99 -11.77
H -2.78 7.34 -13.37
H -0.48 7.70 -14.33
H -0.66 9.45 -14.07
H 1.19 9.33 -12.39
H 1.85 9.97 -14.75
H 1.99 8.40 -15.26
H 3.13 8.99 -14.11
H 1.75 6.64 -13.39
H 2.38 7.30 -12.18
C -2.38 9.30 -22.49
O -1.65 10.11 -23.37
C -0.47 9.45 -23.76
C 0.22 10.25 -24.85
C -0.76 10.57 -26.00
N 1.30 9.36 -25.33
H -2.98 8.49 -22.91
H -3.08 9.84 -21.84
H -1.70 8.85 -21.77
H 0.25 9.34 -22.94
H -0.64 8.43 -24.13
H 0.63 11.18 -24.44
H -1.33 11.44 -25.65
H -1.46 9.78 -26.25
H -0.16 10.86 -26.86
H 1.90 9.82 -26.01
H 0.85 8.62 -25.86
C -8.45 8.88 -19.26
O -8.71 8.66 -20.61
C -8.90 9.76 -21.52
C -8.01 10.98 -21.29
C -8.43 12.17 -22.18
N -6.60 10.79 -21.70
H -8.77 7.98 -18.71
H -8.99 9.73 -18.81
H -7.43 9.09 -18.89
H -8.65 9.36 -22.51
H -9.96 10.01 -21.54
H -8.23 11.30 -20.27
H -9.24 12.68 -21.63
H -8.82 11.90 -23.16
H -7.71 12.98 -22.23
H -6.22 10.01 -21.18
H -6.61 10.51 -22.68
C -4.86 3.69 -12.57
C -3.45 4.15 -12.79
O -3.05 4.91 -11.64
H -4.94 2.93 -11.79
H -5.20 3.23 -13.50
H -5.68 4.39 -12.35
H -3.25 4.72 -13.71
H -2.71 3.35 -12.92
H -3.82 5.00 -11.08
C -10.13 4.82 -14.18
C -11.58 4.52 -14.47
O -12.38 5.70 -14.24
H -9.75 5.78 -14.53
H -9.51 4.03 -14.62
H -9.93 4.80 -13.11
H -11.93 3.68 -13.86
H -11.71 4.28 -15.53
H -13.26 5.53 -14.57
C 0.56 7.88 -20.09
C 0.49 6.39 -20.35
O -0.45 6.20 -21.38
H 1.48 8.30 -19.68
H -0.26 8.25 -19.46
H 0.46 8.46 -21.00
H 0.30 5.93 -19.37
H 1.42 5.93 -20.72
H -0.70 5.28 -21.52
C -7.35 7.47 -11.74
C -6.26 7.30 -10.69
O -6.72 6.68 -9.50
H -6.91 7.78 -12.68
H -8.20 8.04 -11.35
H -7.82 6.47 -11.80
H -5.70 8.24 -10.54
H -5.55 6.62 -11.20
H -5.93 6.49 -9.00
```

- Energy relative to the best compared isomer or geometry (same formula, charge and spin): 0.00 kcal per mole
- F_max: 2.59 eV/A
- Highest occupied orbital energy: -8.2 eV
- Multiplicity: 1
- SMILES: CC1(C)CCCC(C)(C)N1O.CC1(C)CCCC(C)(C)N1O.CC1(C)CCCC(C)(C)N1O.COC[C@H](C)N.COC[C@H](C)N.COC[C@H](C)N.COC[C@H](C)N.CCO.CCO.CCO.CCO
- Net charge: 0
- E_LUMO: 0.3 eV



Record 2
Computed, not measured: 13 unconnected molecules or ions with the total composition C51H129N6O34P7 at a distorted geometry, with wB97M-V/def2-TZVPD.

XYZ file:
```
227
C51H129N6O34P7 | the Open Molecules 2025 dataset | wB97M-V/def2-TZVPD
O 5.73 -0.42 -5.74
C 4.64 -0.88 -5.31
O 4.00 -1.91 -5.90
C 4.45 -2.32 -7.18
C 3.65 -1.72 -8.32
C 3.91 -0.32 -4.15
H 4.49 -3.44 -7.10
H 5.53 -1.91 -7.34
H 2.61 -1.85 -8.08
H 3.86 -2.19 -9.28
H 3.72 -0.66 -8.42
H 3.36 -1.14 -3.61
H 3.06 0.33 -4.41
H 4.50 0.34 -3.56
O -4.55 -0.26 3.88
C -5.00 0.76 3.50
O -6.07 0.71 2.68
C -6.94 -0.49 2.73
C -8.30 0.00 2.04
C -4.40 2.11 3.62
H -7.07 -0.72 3.76
H -6.47 -1.33 2.26
H -9.07 -0.71 1.97
H -8.02 0.36 1.06
H -8.69 0.79 2.65
H -3.68 2.20 4.44
H -5.10 2.98 3.61
H -3.78 2.26 2.71
O 0.89 -4.67 4.27
C 0.85 -4.41 5.43
O 1.60 -3.37 5.89
C 2.54 -2.73 4.94
C 1.99 -1.35 4.57
C 0.01 -5.02 6.50
H 2.79 -3.40 4.17
H 3.42 -2.69 5.64
H 1.23 -1.42 3.77
H 2.80 -0.63 4.34
H 1.42 -0.93 5.39
H 0.23 -6.04 6.74
H -1.04 -4.97 6.22
H 0.11 -4.50 7.41
O -5.74 -3.62 -0.36
C -4.60 -3.44 0.03
O -3.81 -4.48 0.23
C -4.31 -5.75 -0.20
C -3.25 -6.69 0.32
C -3.90 -2.14 0.26
H -4.53 -5.83 -1.24
H -5.28 -6.02 0.26
H -3.04 -6.48 1.35
H -2.33 -6.51 -0.29
H -3.62 -7.66 0.15
H -3.40 -1.88 -0.66
H -3.22 -2.06 1.09
H -4.68 -1.41 0.36
O -3.75 2.06 -1.74
C -3.89 3.23 -1.41
O -3.39 4.29 -2.06
C -2.73 3.94 -3.29
C -3.71 3.93 -4.45
C -4.64 3.74 -0.22
H -2.26 3.00 -3.04
H -2.01 4.70 -3.39
H -3.18 4.01 -5.43
H -4.25 4.88 -4.48
H -4.30 3.02 -4.37
H -5.43 4.31 -0.66
H -4.07 4.44 0.39
H -5.08 2.95 0.46
O 0.85 2.96 -5.91
C 2.05 2.90 -6.00
O 2.92 3.62 -5.29
C 2.28 4.42 -4.21
C 2.00 3.46 -3.07
C 2.77 1.84 -6.83
H 1.35 4.88 -4.53
H 2.99 5.22 -3.92
H 3.03 3.12 -2.69
H 1.36 2.65 -3.40
H 1.42 3.94 -2.32
H 3.83 1.90 -6.57
H 2.75 2.21 -7.87
H 2.37 0.86 -6.81
C -1.44 -7.06 3.98
O -2.13 -5.88 3.60
P -3.20 -5.17 4.55
O -3.46 -5.78 5.86
O -2.68 -3.67 4.71
C -2.41 -2.91 3.49
O -4.44 -5.15 3.55
C -5.64 -4.32 3.68
H -1.61 -7.79 3.19
H -1.81 -7.53 4.90
H -0.39 -6.91 4.06
H -2.96 -1.92 3.49
H -2.66 -3.47 2.56
H -1.35 -2.57 3.59
H -5.48 -3.34 3.24
H -5.95 -4.34 4.67
H -6.43 -4.78 3.15
C -0.83 4.27 1.93
O -1.49 5.11 0.87
P -0.73 5.94 -0.20
O 0.14 5.25 -1.14
O -1.89 6.67 -0.90
C -2.98 7.26 -0.24
O 0.07 6.97 0.79
C 0.91 7.95 0.10
H -1.41 3.32 2.11
H 0.19 4.05 1.59
H -0.89 4.83 2.85
H -2.61 7.60 0.72
H -3.75 6.50 0.00
H -3.27 8.11 -0.87
H 1.57 8.34 0.86
H 0.44 8.77 -0.45
H 1.40 7.37 -0.67
C 7.35 2.22 0.93
O 7.27 2.66 2.33
P 5.99 2.47 3.26
O 5.68 1.08 3.61
O 6.23 3.46 4.42
C 6.72 3.09 5.73
O 4.79 3.08 2.41
C 4.67 4.52 2.19
H 7.71 1.17 0.94
H 7.98 2.97 0.48
H 6.37 2.14 0.48
H 6.68 2.04 5.80
H 5.98 3.46 6.46
H 7.65 3.59 5.95
H 4.22 4.53 1.18
H 5.71 4.92 2.21
H 3.99 4.95 2.95
C -1.58 4.03 6.97
O -1.36 2.65 6.79
P -0.38 2.05 5.67
O -0.68 2.54 4.34
O 1.04 2.51 6.29
C 2.22 2.25 5.50
O -0.38 0.54 5.88
C -1.31 -0.29 5.04
H -0.71 4.50 7.40
H -2.43 4.13 7.66
H -1.77 4.63 6.07
H 2.89 3.11 5.57
H 1.95 2.01 4.45
H 2.64 1.40 6.00
H -1.12 -0.14 3.98
H -2.36 0.00 5.25
H -1.07 -1.24 5.33
C 4.72 -1.72 2.47
O 5.27 -2.58 1.50
P 5.73 -2.10 0.08
O 5.82 -0.69 -0.24
O 7.16 -2.77 -0.07
C 7.53 -4.03 0.39
O 4.80 -2.95 -0.94
C 5.19 -3.04 -2.32
H 5.51 -1.36 3.12
H 3.98 -2.30 2.95
H 4.18 -0.77 2.10
H 7.25 -4.05 1.43
H 8.59 -4.03 0.29
H 7.11 -4.83 -0.23
H 5.27 -2.11 -2.80
H 4.39 -3.61 -2.75
H 6.12 -3.52 -2.27
O -1.92 -2.29 -7.41
P -1.86 -1.80 -5.98
N -0.88 -2.58 -4.88
C -1.22 -3.88 -4.22
C 0.55 -2.36 -5.10
N -3.31 -2.06 -5.22
C -4.56 -2.07 -5.97
C -3.60 -1.63 -3.88
N -1.33 -0.24 -5.90
C -1.32 0.49 -4.64
C -1.87 0.63 -6.92
H -1.22 -4.73 -4.87
H -2.30 -3.84 -3.94
H -0.57 -4.00 -3.35
H 0.79 -3.00 -5.93
H 1.14 -2.62 -4.21
H 0.69 -1.31 -5.30
H -4.90 -1.05 -6.03
H -4.38 -2.42 -6.94
H -5.33 -2.66 -5.36
H -2.72 -1.60 -3.27
H -4.11 -0.63 -3.81
H -4.33 -2.34 -3.45
H -0.87 -0.06 -3.84
H -0.83 1.48 -4.77
H -2.32 0.72 -4.28
H -1.80 0.18 -7.92
H -1.25 1.57 -6.95
H -2.86 0.91 -6.76
O -0.01 -1.04 1.78
P 0.45 -0.39 0.52
N 1.95 0.23 0.79
C 2.13 1.05 2.03
C 2.77 0.72 -0.27
N -0.68 0.74 0.03
C -0.24 1.88 -0.74
C -1.98 0.79 0.66
N 0.52 -1.47 -0.75
C -0.76 -1.69 -1.47
C 1.50 -2.56 -0.82
H 3.15 0.94 2.38
H 1.46 0.74 2.81
H 1.97 2.11 1.89
H 2.59 0.18 -1.21
H 3.81 0.69 -0.08
H 2.42 1.78 -0.48
H 0.09 1.54 -1.71
H -1.04 2.56 -0.96
H 0.61 2.31 -0.22
H -2.04 0.08 1.54
H -2.09 1.78 1.14
H -2.88 0.63 0.05
H -1.36 -0.77 -1.30
H -0.68 -1.80 -2.58
H -1.32 -2.57 -1.10
H 1.06 -3.55 -0.76
H 2.24 -2.47 -0.05
H 2.02 -2.51 -1.83
```

- F_max: 4.18 eV/A
- Highest occupied orbital energy: -8.4 eV
- Multiplicity: 1
- Net charge: 0
- E_LUMO: 0.3 eV